#P
ORCA calculation (the ωB97M-V functional and the def2-TZVPD basis) on a cluster of 17 separate species, H34O17 in total.

```
51
Properties=species:S:1:pos:R:3:nbo_charge:R:1
O -1.50618 -4.03934 -0.41801 -0.96
H -0.85643 -4.55943 -0.06139 0.49
H -1.21989 -3.55616 -1.14680 0.47
O -1.19022 -1.84415 -0.73836 -0.95
H -1.83571 -1.71179 -1.32946 0.47
H -1.75506 -2.06333 -0.00717 0.51
O 4.88800 -2.08831 -1.11366 -0.94
H 4.67224 -2.98886 -1.39336 0.48
H 5.44446 -1.67793 -1.73733 0.47
O 0.82239 1.97351 2.47805 -0.94
H 1.65578 2.40715 2.89953 0.48
H 1.24691 1.19925 2.35338 0.48
O -1.93734 0.21995 4.33538 -0.96
H -1.93964 0.76421 5.16744 0.48
H -1.82377 0.95517 3.67645 0.48
O 0.88651 -3.25046 -3.09367 -0.92
H 0.15791 -3.86160 -3.36265 0.48
H 0.37506 -2.40068 -2.95578 0.45
O 0.03664 -2.53947 3.11195 -0.93
H 0.58113 -1.67941 3.19072 0.47
H -0.74671 -2.11421 3.61330 0.47
O -2.81090 0.10222 -3.75937 -0.98
H -2.34989 -0.36961 -4.40332 0.48
H -2.66635 0.95560 -3.51172 0.49
O -1.20192 0.72168 -1.69009 -0.93
H -1.77956 1.06715 -1.15209 0.46
H -0.90550 -0.07091 -1.33883 0.47
O -3.62414 0.41034 1.96371 -0.97
H -2.82387 -0.11866 1.89890 0.48
H -4.26722 -0.08596 2.51137 0.49
O 1.29378 4.70800 -2.91673 -0.89
H 1.53035 4.28363 -2.23262 0.44
H 1.20449 5.57721 -2.48170 0.45
O -0.96500 3.53577 1.22617 -1.01
H -1.91096 3.38948 1.53489 0.48
H -0.41673 3.00812 1.77031 0.47
O -3.36762 2.98326 1.97487 -0.96
H -3.66084 2.89467 2.96407 0.49
H -3.87207 2.33330 1.45529 0.51
O 2.10851 -0.74579 1.14897 -0.98
H 1.01759 -1.03783 1.02404 0.48
H 2.45585 -1.38647 0.50136 0.50
O 2.62012 -1.37934 -2.10805 -0.91
H 1.68504 -1.41907 -2.08721 0.43
H 2.77049 -0.46828 -1.60704 0.48
O 3.81163 4.40823 -0.72478 -0.96
H 3.10761 4.96180 -0.91666 0.48
H 3.86953 3.88849 0.00206 0.48
O 0.91240 -3.22580 -0.50279 -0.97
H 1.70837 -3.58339 -0.88487 0.48
H 0.57073 -2.48192 -1.12670 0.47
```

Its LUMO energy is -0.36 eV. As for the HOMO energy: -9.9 eV. The HOMO-LUMO gap is 0.35126 Ha. The spin multiplicity is 1.

#Q
ORCA calculation (the ωB97M-V functional and the def2-TZVPD basis) on a cluster of 17 separate species, H34O17 in total.

```
51
Properties=species:S:1:pos:R:3:nbo_charge:R:1
O 0.45611 -2.87280 3.93886 -0.95
H -0.30911 -2.58424 3.43336 0.48
H 0.75723 -3.70910 3.58310 0.46
O 5.43539 2.09709 -0.61588 -0.95
H 5.94558 1.56380 -1.24031 0.48
H 5.37919 1.27887 -0.07970 0.47
O -1.08330 -3.30659 -4.55418 -0.94
H -0.68562 -2.57397 -4.07047 0.47
H -0.28252 -3.82984 -4.69821 0.48
O 4.92432 -0.15318 -2.19686 -0.97
H 4.93916 -0.63528 -3.01669 0.48
H 4.13736 0.38755 -2.12530 0.50
O -5.25897 2.20255 1.25963 -0.94
H -4.77649 1.58436 0.69899 0.47
H -4.70591 2.98663 1.12727 0.47
O -2.45602 0.11841 3.13165 -0.96
H -2.58519 0.59093 3.96312 0.48
H -1.96100 0.76008 2.62657 0.48
O -0.75191 -0.46768 1.14162 -0.99
H -1.38290 -1.00938 1.63408 0.51
H -1.33011 0.00069 0.52191 0.50
O -1.47302 -4.09622 2.12482 -0.98
H -0.74249 -4.68406 2.32593 0.47
H -1.39479 -3.69805 1.24040 0.49
O -1.31414 -3.29359 -0.42169 -0.95
H -1.76116 -3.54985 -1.23974 0.49
H -1.61310 -2.39724 -0.26171 0.48
O -3.48307 -1.33972 -3.44811 -0.95
H -2.77560 -1.98979 -3.52469 0.47
H -3.73030 -1.21733 -4.37288 0.48
O 0.39635 1.92541 2.53945 -0.98
H 0.62788 2.23271 3.42420 0.48
H 0.01820 1.01107 2.65332 0.49
O 1.43939 3.15328 -0.24718 -0.94
H 1.63813 3.68493 0.52836 0.48
H 1.27042 2.29434 0.15263 0.46
O 3.46276 2.14367 1.17770 -0.98
H 3.78614 2.81346 0.57648 0.49
H 2.68873 1.68119 0.90175 0.48
O 1.68664 -0.02913 -0.09901 -0.97
H 0.79800 -0.37179 0.11948 0.49
H 2.10938 -0.88534 0.08709 0.48
O -1.12679 2.75093 0.02637 -0.94
H -0.50804 2.07328 0.29558 0.46
H -0.77314 3.57750 0.35658 0.48
O -3.63280 -0.54228 0.14454 -1.01
H -3.96297 -0.69490 1.03443 0.51
H -3.78216 -1.16122 -0.56376 0.50
O 2.69085 2.38287 -3.49233 -0.96
H 2.46265 2.56003 -2.57697 0.49
H 2.59274 3.23691 -3.92362 0.47
```

Its LUMO energy is -0.36 eV. As for the HOMO energy: -10.4 eV. The HOMO-LUMO gap is 0.37005 Ha. The spin multiplicity is 1.

The structure with the most favorable energy is #Q; the runner-up is 5.185 eV above it.